(1)
The following is a DFT calculation (ωB97M-V with the def2-TZVPD basis set) of a structure of composition C28H43BN10ReS5.

Calculated values
* HOMO-LUMO gap (alpha / beta): 0.2129 / 0.2264 hartree
* LUMO level (alpha / beta): -0.261 / -0.243 Eh
* calculated total energy: -3734.1108 Eh
* charge: +2
* HOMO energy (alpha / beta): -12.88 / -12.77 eV
* spin multiplicity: 2

Last column: Mulliken charge in e.
CARTESIAN COORDINATES (ANGSTROEM)
Re -0.926 -0.999 -0.294  2.063
C 0.372 3.365 -4.967  -1.642
C -0.509 2.458 -4.099  1.073
C -0.373 1.022 -4.588  -1.851
C -1.982 2.864 -4.167  -1.416
N -0.055 2.630 -2.701  0.568
C -0.001 3.876 -2.140  -0.611
C 0.550 3.758 -0.909  -1.174
N 0.838 2.439 -0.697  0.268
B 1.697 2.005 0.529  0.676
N 0.826 1.792 1.799  0.714
C 1.310 2.069 3.047  -1.114
C 0.270 2.078 3.917  -0.734
N -0.870 1.800 3.213  0.703
C -0.497 1.612 1.927  -0.124
S -1.538 1.174 0.626  -0.348
C -2.247 2.004 3.715  1.111
C -3.173 0.842 3.359  -1.221
C -2.742 3.306 3.083  -1.624
C -2.225 2.133 5.237  -2.168
N 2.581 0.788 0.200  0.130
C 3.799 0.947 -0.405  -1.182
C 4.422 -0.253 -0.438  -0.459
N 3.590 -1.167 0.153  0.494
C 2.469 -0.514 0.514  -0.174
S 1.097 -1.216 1.257  -0.374
C 3.887 -2.594 0.379  1.157
C 5.268 -2.931 -0.178  -2.198
C 3.890 -2.849 1.889  -1.516
C 2.833 -3.426 -0.358  -1.454
C 0.433 1.771 -1.791  -0.002
S 0.524 0.047 -1.916  -0.423
H 0.194 3.146 -6.016  0.441
H 1.425 3.187 -4.760  0.366
H 0.159 4.417 -4.808  0.433
H -0.664 0.993 -5.635  0.688
H -1.036 0.362 -4.037  0.289
H 0.654 0.677 -4.513  0.386
H -2.338 2.752 -5.187  0.463
H -2.135 3.895 -3.870  0.393
H -2.580 2.224 -3.522  0.232
H -0.354 4.749 -2.644  0.602
H 0.773 4.513 -0.187  0.715
H 2.421 2.910 0.769  -0.134
H 2.349 2.259 3.219  0.707
H 0.281 2.279 4.967  0.593
H -3.103 0.554 2.314  0.208
H -4.195 1.157 3.548  0.586
H -2.961 -0.023 3.977  0.358
H -2.860 3.193 2.009  0.312
H -2.045 4.117 3.279  0.370
H -3.704 3.573 3.506  0.533
H -1.733 1.280 5.701  0.475
H -3.251 2.154 5.591  0.441
H -1.748 3.052 5.564  0.498
H 4.131 1.902 -0.756  0.697
H 5.378 -0.508 -0.835  0.599
H 6.044 -2.344 0.305  0.523
H 5.307 -2.781 -1.254  0.482
H 5.476 -3.977 0.022  0.457
H 4.637 -2.218 2.370  0.403
H 4.144 -3.887 2.086  0.502
H 2.921 -2.646 2.338  0.221
H 2.787 -3.122 -1.402  0.366
H 1.844 -3.315 0.083  0.214
H 3.107 -4.475 -0.312  0.589
N -1.309 -1.563 3.332  -0.034
C -1.864 -2.449 2.486  0.323
N -1.797 -2.408 1.173  0.041
C -2.374 -3.529 0.603  -0.320
C -2.984 -4.361 1.485  -0.455
S -2.790 -3.789 3.097  -0.176
C -2.108 -3.755 -0.799  -0.253
C -2.569 -4.768 -1.572  -0.516
S -1.873 -4.699 -3.146  -0.178
C -0.985 -3.277 -2.666  0.304
N -1.203 -2.905 -1.419  0.502
N -0.159 -2.675 -3.525  -0.151
H -0.574 -0.971 2.969  -0.320
H -1.217 -1.844 4.295  0.279
H -3.508 -5.272 1.289  0.492
H -3.270 -5.534 -1.316  0.490
H -0.113 -2.985 -4.480  0.262
H 0.276 -1.800 -3.273  -0.087
C -2.842 -0.622 -1.283  -1.662
H -3.111 0.435 -1.263  0.514
H -3.638 -1.167 -0.770  0.387
H -2.834 -0.946 -2.325  0.403

***

(2)
The following is a DFT calculation (ωB97M-V with the def2-TZVPD basis set) of a structure of composition C28H43BrGeI2N3O5Si3Ti.

Calculated values
* HOMO-LUMO gap (alpha / beta): 0.2269 / 0.2046 hartree
* LUMO level (alpha / beta): 0.144 / 0.109 Eh
* calculated total energy: -8597.7620 Eh
* charge: -2
* relative energy (zero: lowest compared OMol25 entry of this formula, charge and spin): 1.741 eV
* HOMO energy (alpha / beta): -2.25 / -2.59 eV
* spin multiplicity: 2

Last column: Mulliken charge in e.
CARTESIAN COORDINATES (ANGSTROEM)
Ti 0.180 0.162 -1.132  -0.309
O 0.717 2.167 -0.854  -0.577
N -0.143 3.106 -0.919  -1.058
N -1.329 2.665 -0.975  1.544
O -1.577 1.392 -0.947  0.056
C -2.415 3.580 -1.120  -0.119
C -2.206 4.947 -1.001  -0.462
C -3.291 5.798 -1.141  -0.540
C -4.558 5.291 -1.397  -0.438
C -4.741 3.923 -1.515  -0.687
C -3.668 3.053 -1.377  -0.069
H -1.214 5.322 -0.801  0.451
H -3.142 6.866 -1.051  0.360
H -5.399 5.964 -1.508  0.367
H -5.725 3.521 -1.721  0.365
H -3.775 1.983 -1.470  0.431
C -1.223 1.468 4.608  -1.107
Si -0.992 1.581 2.724  0.475
C 0.017 3.176 2.531  -1.141
C -2.751 1.914 2.093  -1.028
Ge 0.042 -0.255 1.595  0.520
Si -1.363 -2.089 2.168  0.469
C -1.436 -2.492 4.023  -1.179
C -3.143 -1.811 1.623  -0.952
C -0.775 -3.681 1.337  -0.740
Si 2.091 -0.497 2.773  0.722
C 1.995 -0.335 4.662  -1.130
C 3.268 0.881 2.228  -1.057
C 2.903 -2.185 2.509  -1.261
H -1.854 2.309 4.919  0.350
H -0.276 1.544 5.145  0.273
H -1.714 0.545 4.924  0.171
H -0.613 4.042 2.763  0.400
H 0.449 3.314 1.539  0.231
H 0.845 3.166 3.248  0.302
H -2.965 2.989 2.104  0.386
H -3.477 1.425 2.749  0.489
H -2.908 1.540 1.081  0.003
H -1.900 -1.689 4.599  0.253
H -0.442 -2.672 4.442  0.205
H -2.034 -3.400 4.167  0.387
H -3.572 -0.910 2.067  0.206
H -3.751 -2.669 1.932  0.380
H -3.196 -1.735 0.534  0.130
H 0.310 -3.793 1.387  0.222
H -1.083 -3.679 0.287  0.005
H -1.238 -4.548 1.820  0.400
H 1.690 0.664 4.978  0.230
H 2.995 -0.525 5.072  0.340
H 1.306 -1.057 5.107  0.251
H 3.090 1.777 2.831  0.371
H 3.125 1.149 1.180  0.150
H 4.314 0.585 2.359  0.365
H 2.532 -2.881 3.269  0.331
H 3.989 -2.111 2.630  0.455
H 2.688 -2.620 1.531  0.253
O 1.952 -3.149 -0.699  -0.784
H 1.884 -2.199 -0.930  -0.093
H 1.039 -3.450 -0.749  0.307
Br 0.596 -4.305 -7.573  -0.269
C -0.071 -3.678 -5.899  0.258
C 0.764 -2.953 -5.070  -0.961
C 0.268 -2.496 -3.856  -0.132
C -1.037 -2.780 -3.479  0.222
C -1.855 -3.511 -4.332  -0.581
C -1.382 -3.961 -5.554  -0.564
C -1.604 -2.322 -2.155  -0.246
O -2.643 -2.819 -1.747  -0.702
O -0.897 -1.463 -1.496  -0.283
H 1.779 -2.732 -5.366  0.479
H 0.902 -1.904 -3.209  0.940
H -2.869 -3.719 -4.018  0.439
H -2.019 -4.515 -6.230  0.401
I -0.226 1.027 -3.991  -0.249
I -1.453 1.122 -6.935  -0.429
N 1.838 -0.245 -1.407  1.527
C 3.171 0.024 -1.591  -0.190
C 3.595 0.914 -2.592  -0.506
C 4.941 1.191 -2.768  -0.593
C 5.905 0.594 -1.964  -0.405
C 5.497 -0.294 -0.976  -0.785
C 4.154 -0.581 -0.790  0.196
H 2.841 1.379 -3.216  0.217
H 5.238 1.886 -3.546  0.364
H 6.956 0.816 -2.106  0.353
H 6.232 -0.773 -0.338  0.365
H 3.843 -1.276 -0.020  0.263

***

(3)
The following is a DFT calculation (ωB97M-V with the def2-TZVPD basis set) of a structure of composition C28H43BrHfN2P2S.

Calculated values
* HOMO-LUMO gap: 0.1258 hartree
* LUMO level: -0.541 Eh
* calculated total energy: -4903.4388 Eh
* charge: +4
* HOMO energy: -18.14 eV
* spin multiplicity: 1

Last column: Mulliken charge in e.
CARTESIAN COORDINATES (ANGSTROEM)
N 6.434 -0.699 -1.807  -0.483
C 6.152 -1.319 -0.660  -0.534
C 4.837 -1.387 -0.148  -0.512
C 3.823 -0.734 -0.865  0.536
C 4.153 0.011 -2.009  -0.162
C 5.483 -0.024 -2.464  -0.560
C 2.388 -1.000 -0.525  -0.348
Hf 0.674 -0.216 0.499  0.133
P -2.858 -1.139 0.184  0.290
C 1.286 -0.683 -1.502  0.820
C 0.585 -1.871 -2.162  -0.733
C -0.591 -1.624 -2.887  -0.589
C -1.623 -2.601 -2.901  0.075
C -1.320 -3.729 -2.212  -0.555
C -0.057 -4.192 -1.963  -0.405
C 0.958 -3.199 -1.882  -0.307
Br -0.870 -2.426 0.362  -0.029
H 2.310 -1.955 0.039  0.519
H 1.391 0.200 -2.162  0.903
H 4.614 -1.979 0.732  0.468
H 3.404 0.557 -2.577  0.389
H 6.977 -1.808 -0.128  0.403
H 5.787 0.481 -3.387  0.411
H -0.693 -0.656 -3.379  0.808
H 1.983 -3.401 -1.534  0.630
H -2.577 -2.431 -3.420  0.517
H 0.203 -5.233 -1.791  0.512
P 0.518 2.322 0.584  0.346
C -3.782 -2.670 -0.272  -0.162
C -5.274 -2.704 -0.662  -1.357
H -3.655 -3.351 0.588  0.546
H -3.203 -3.176 -1.070  -0.008
H -5.541 -3.761 -0.798  0.426
H -5.941 -2.297 0.114  0.369
H -5.494 -2.190 -1.610  0.331
C -2.641 0.072 -1.136  2.747
C -3.892 0.637 -1.832  -1.313
H -2.004 -0.361 -1.916  -1.106
H -2.063 0.927 -0.745  -1.520
H -3.554 1.188 -2.725  0.445
H -4.597 -0.141 -2.160  0.316
H -4.432 1.359 -1.203  0.418
C -2.970 -0.402 1.850  -0.002
C -4.325 -0.234 2.577  -1.387
H -2.534 0.612 1.746  0.061
H -2.290 -0.929 2.553  0.478
H -4.109 0.341 3.494  0.421
H -5.059 0.336 1.988  0.390
H -4.774 -1.194 2.882  0.398
C -0.157 3.000 2.161  -0.201
C -0.094 4.526 2.299  -1.396
H 0.357 2.493 2.994  0.448
H -1.205 2.659 2.201  0.255
H 0.932 4.881 2.459  0.393
H -0.513 5.046 1.432  0.367
H -0.685 4.824 3.174  0.432
C -0.634 3.089 -0.636  -1.061
C -0.394 2.644 -2.067  -1.033
H -0.517 4.180 -0.535  0.648
H -1.654 2.838 -0.307  0.610
H 0.628 2.843 -2.397  0.415
H -0.596 1.580 -2.241  0.074
H -1.062 3.193 -2.738  0.442
C 2.056 3.291 0.282  -0.746
C 3.318 2.850 1.010  -1.132
H 1.805 4.333 0.532  0.644
H 2.230 3.260 -0.804  0.428
H 3.706 1.883 0.666  0.221
H 4.108 3.594 0.850  0.442
H 3.182 2.776 2.093  0.271
S 2.186 -0.618 4.829  0.084
C 1.872 -2.245 4.249  -0.444
C 1.477 -2.234 2.943  -0.535
N 1.453 -0.934 2.385  0.385
C 1.859 0.028 3.279  0.199
H 2.024 -3.111 4.877  0.462
H 1.168 -3.069 2.311  0.443
H 1.919 1.074 2.996  -0.147

***

(4)
The following is a DFT calculation (ωB97M-V with the def2-TZVPD basis set) of a cluster of 2 separate species, C28H43ClFN3O5PS in total.

Calculated values
* HOMO-LUMO gap: 0.3354 hartree
* LUMO level: -0.082 Eh
* calculated total energy: -2932.6336 Eh
* charge: +1
* relative energy (zero: lowest compared OMol25 entry of this formula, charge and spin): 0.000 eV
* HOMO energy: -11.35 eV
* spin multiplicity: 1

Last column: Mulliken charge in e.
CARTESIAN COORDINATES (ANGSTROEM)
C -5.837 1.033 -0.060  -1.298
C -5.129 -0.260 0.369  -0.990
C -3.991 -0.199 1.395  0.269
Cl -4.607 0.783 2.727  -0.048
N -2.580 0.259 0.930  1.391
C -2.471 -0.011 -0.562  -2.386
N -3.124 0.986 -1.359  0.093
C -2.473 1.255 -2.656  -0.999
C -2.345 1.710 1.169  -1.594
C -1.109 2.242 0.473  -1.788
C 0.192 1.457 0.741  3.324
C 0.914 0.882 -0.526  -0.106
C 0.976 1.666 -1.841  -1.882
N 0.840 0.764 -2.996  -0.327
P 1.348 2.749 1.385  0.800
O 0.841 3.461 2.561  -0.824
O 1.621 3.686 0.117  -0.618
O 2.787 2.105 1.561  -0.544
C -0.019 0.223 1.709  1.326
C 0.662 0.351 3.101  -2.306
C 0.276 1.337 4.187  -0.119
O 0.968 1.496 5.150  -0.585
O -0.902 1.991 4.006  -0.424
C -1.417 -0.543 1.683  1.387
S -1.928 -0.976 3.407  -0.233
C -1.306 -2.012 1.139  -2.185
C -0.313 -2.404 0.055  0.448
C -0.701 -2.489 -1.283  0.311
C 0.168 -2.891 -2.276  -1.452
C 1.466 -3.227 -1.947  -0.647
C 1.854 -3.185 -0.619  -1.081
C 0.986 -2.800 0.394  1.337
C 1.480 -2.860 1.814  -1.477
H -6.025 1.033 -1.132  0.474
H -6.806 1.116 0.422  0.376
H -5.278 1.935 0.166  0.297
H -5.863 -0.861 0.906  0.604
H -4.870 -0.884 -0.483  0.203
H -3.854 -1.204 1.772  0.672
H -2.881 -1.001 -0.726  1.113
H -1.416 -0.062 -0.804  0.191
H -4.059 0.683 -1.574  0.336
H -1.830 2.130 -2.602  0.280
H -3.244 1.469 -3.390  0.441
H -1.911 0.399 -3.029  0.304
H -3.199 2.285 0.835  0.622
H -2.229 1.862 2.229  1.015
H -1.038 3.241 0.911  0.994
H -1.284 2.397 -0.585  0.149
H 1.940 0.699 -0.206  1.231
H 0.544 -0.121 -0.731  -1.660
H 1.962 2.123 -1.926  0.316
H 0.278 2.502 -1.892  0.605
H 0.411 -0.115 -2.734  -0.070
H 0.253 1.167 -3.713  0.379
H 0.875 4.278 -0.039  0.370
H 3.326 2.124 0.762  0.365
H 0.640 -0.512 1.253  -1.990
H 1.706 0.587 2.898  0.680
H 0.730 -0.620 3.585  0.737
H -0.776 2.860 4.418  0.376
H -2.201 0.238 3.885  0.285
H -1.078 -2.628 2.006  1.223
H -2.293 -2.355 0.827  0.405
H -1.719 -2.288 -1.570  0.595
H -0.162 -2.950 -3.303  0.403
H 2.169 -3.530 -2.708  0.494
H 2.858 -3.486 -0.354  0.401
H 2.423 -3.399 1.847  0.564
H 1.652 -1.879 2.249  0.137
H 0.794 -3.415 2.454  0.311
F 3.682 -1.752 -3.887  -0.365
C 4.527 -1.308 -2.935  0.260
C 4.153 -0.215 -2.181  0.032
C 5.025 0.234 -1.199  -0.122
C 6.240 -0.402 -0.987  -0.787
C 6.587 -1.498 -1.765  -0.367
C 5.727 -1.963 -2.749  -0.612
H 3.203 0.264 -2.380  0.413
H 4.763 1.093 -0.594  0.256
H 6.916 -0.042 -0.224  0.422
H 7.535 -1.993 -1.608  0.408
H 5.976 -2.817 -3.364  0.462

***

(5)
The following is a DFT calculation (ωB97M-V with the def2-TZVPD basis set) of a structure of composition C28H43N4O3ReS3Si4.

Calculated values
* HOMO-LUMO gap: 0.2626 hartree
* LUMO level: -0.006 Eh
* calculated total energy: -3968.4432 Eh
* relative energy (zero: lowest compared OMol25 entry of this formula, charge and spin): 0.000 eV
* HOMO energy: -7.32 eV
* spin multiplicity: 1

Last column: Mulliken charge in e.
CARTESIAN COORDINATES (ANGSTROEM)
Re -0.580 0.192 -1.810  0.271
N -1.432 1.780 -3.302  -0.666
C -2.521 1.046 -4.002  -0.739
C -3.370 0.356 -2.943  0.694
O -4.593 0.366 -3.005  -0.724
N -2.621 -0.179 -1.960  -0.368
C -3.300 -0.505 -0.735  -1.290
C -2.734 0.335 0.377  0.687
O -3.158 0.404 1.495  -0.459
O -1.633 1.055 -0.005  -0.806
H -1.822 2.577 -2.802  0.182
H -0.765 2.155 -3.971  0.368
H -2.060 0.300 -4.650  0.262
H -3.156 1.701 -4.595  0.433
H -3.172 -1.556 -0.454  0.041
H -4.371 -0.306 -0.804  0.554
C 2.454 1.898 -0.096  -0.271
Si 1.038 3.070 0.279  0.568
C 1.690 4.254 1.592  -1.124
C 0.653 4.058 -1.278  -0.933
Si -0.889 2.103 1.242  -0.333
Si -2.570 3.717 1.629  0.542
C -3.830 3.171 2.905  -1.102
C -3.448 3.993 -0.014  -1.101
C -1.820 5.337 2.212  -1.161
Si -0.178 0.966 3.197  0.929
C -1.186 -0.541 3.663  -0.984
C -0.316 2.263 4.552  -1.106
C 1.619 0.440 3.058  -0.617
H 3.198 2.440 -0.689  0.476
H 2.133 1.032 -0.672  -0.614
H 2.944 1.548 0.812  0.398
H 2.590 4.743 1.209  0.424
H 1.975 3.715 2.500  0.230
H 0.981 5.033 1.873  0.246
H 1.523 4.670 -1.536  0.471
H -0.203 4.726 -1.160  0.249
H 0.471 3.389 -2.121  0.133
H -4.457 2.363 2.531  0.297
H -4.471 4.019 3.162  0.415
H -3.353 2.819 3.821  0.273
H -3.808 3.052 -0.440  0.284
H -2.797 4.476 -0.748  0.231
H -4.319 4.636 0.133  0.407
H -1.296 5.217 3.163  0.334
H -2.620 6.066 2.363  0.447
H -1.123 5.761 1.489  0.285
H -2.246 -0.312 3.762  0.293
H -0.815 -0.929 4.616  0.420
H -1.080 -1.332 2.916  0.165
H -1.359 2.516 4.753  0.261
H 0.212 3.185 4.297  0.238
H 0.119 1.878 5.479  0.414
H 1.794 -0.177 2.174  -0.161
H 1.891 -0.153 3.936  0.415
H 2.292 1.298 3.017  0.357
S 5.476 -3.095 -1.601  -0.297
C 4.101 -2.500 -2.293  0.268
S 3.806 -0.788 -2.478  -0.095
C 2.197 -1.127 -3.044  0.269
N 1.919 -2.372 -3.129  -0.706
N 2.986 -3.143 -2.730  0.735
C 2.754 -4.555 -2.690  0.068
C 1.506 -5.003 -2.279  0.076
C 1.254 -6.364 -2.237  -0.773
C 2.237 -7.271 -2.605  -0.480
C 3.475 -6.809 -3.027  -0.616
C 3.741 -5.448 -3.077  -0.560
S 1.073 0.168 -3.424  -0.529
H 0.746 -4.288 -1.998  0.597
H 0.282 -6.713 -1.912  0.378
H 2.038 -8.334 -2.569  0.391
H 4.244 -7.508 -3.327  0.378
H 4.702 -5.088 -3.408  0.422
C -0.006 -1.147 -0.869  -0.927
C 0.469 -2.262 -0.094  2.336
C 1.820 -2.327 0.263  0.351
C 2.303 -3.412 0.975  -1.548
C 1.437 -4.427 1.362  -0.760
C 0.090 -4.360 1.029  -0.949
C -0.394 -3.290 0.295  0.085
H 2.488 -1.525 -0.032  1.031
H 3.356 -3.466 1.218  0.453
H 1.814 -5.275 1.918  0.435
H -0.583 -5.152 1.333  0.480
H -1.439 -3.247 0.011  0.351

***

Per-record F_max, eV Å⁻¹: 1.80 0.90 3.78 0.91 0.27